(1)
# CHF3O2P

A cluster of 2 separate species, CHF3O2P in total at a distorted geometry (ωB97M-V/def2-TZVPD, the Open Molecules 2025 dataset).

## Properties
Highest occupied orbital energy in Eh: -0.2200
Lowest unoccupied orbital energy in eV: 4.282

Geometry as ORCA input:
```
! RIJCOSX wB97M-V def2-TZVPD def2/J DEFGRID3
* xyz -1 1
C -0.75 -0.13 0.10
O 0.73 1.70 0.71
F -0.91 -1.91 -0.81
P 0.99 0.47 -0.09
F -1.66 0.55 -0.54
F -1.21 -0.42 1.28
O 1.47 0.48 -1.45
H 1.34 -0.73 0.81
*
```

Partial atomic charges computed with the natural (NBO) method, in multiples of e: number 1, C, carries 0.722; number 2, O, carries -1.134; number 3, F, carries -0.668; number 4, P, carries 1.959; number 5, F, carries -0.300; number 6, F, carries -0.300; number 7, O, carries -1.102; number 8, H, carries -0.177



(2)
# C3H5NO2S2

A cluster of 3 separate species, C3H5NO2S2 in total at a distorted geometry (ωB97M-V/def2-TZVPD, the Open Molecules 2025 dataset).

## Properties
Highest occupied orbital energy in Eh: -0.3254
Lowest unoccupied orbital energy in eV: -1.299

Geometry as ORCA input:
```
! RIJCOSX wB97M-V def2-TZVPD def2/J DEFGRID3
* xyz 0 1
H 0.96 -1.99 -0.60
S 0.37 2.54 0.67
O -2.99 0.71 -0.12
C 0.56 1.03 0.13
C -0.57 0.24 0.03
C 1.86 -1.15 -0.11
H -2.77 -0.58 -0.28
N -1.59 0.90 -0.38
H 2.79 -1.62 -0.75
S -0.91 -1.25 0.83
H -1.51 1.95 -0.55
O 1.74 0.50 -0.27
H 2.04 -1.29 1.40
*
```

Partial atomic charges computed with the natural (NBO) method, in multiples of e: number 1, H, carries 0.266; number 2, S, carries 0.028; number 3, O, carries -0.520; number 4, C, carries 0.154; number 5, C, carries 0.002; number 6, C, carries -0.371; number 7, H, carries 0.464; number 8, N, carries -0.223; number 9, H, carries 0.227; number 10, S, carries -0.202; number 11, H, carries 0.418; number 12, O, carries -0.493; number 13, H, carries 0.248



(3)
# C4H8F3N

An isolated molecule of C4H8F3N at a distorted geometry (ωB97M-V/def2-TZVPD, the Open Molecules 2025 dataset).

## Properties
Highest occupied orbital energy in Eh: -0.3485
Lowest unoccupied orbital energy in eV: 0.796

Geometry as ORCA input:
```
! RIJCOSX wB97M-V def2-TZVPD def2/J DEFGRID3
* xyz 0 1
C -0.44 -0.83 -0.77
H -0.64 1.22 -1.30
F -1.76 -2.38 0.09
H 1.50 -0.36 0.66
C 0.19 0.57 -1.00
N 0.50 1.68 1.29
F -0.11 -1.31 1.40
C 1.10 0.80 0.15
H 2.29 1.26 -0.25
C -1.05 -1.20 0.45
F 0.49 -1.84 -0.85
H -0.08 1.04 2.00
H -0.18 2.43 0.93
H -1.10 -1.14 -1.65
H 0.99 0.53 -1.80
H -1.71 -0.46 0.64
*
```

Partial atomic charges computed with the natural (NBO) method, in multiples of e: number 1, C, carries 0.148; number 2, H, carries 0.231; number 3, F, carries -0.352; number 4, H, carries 0.253; number 5, C, carries -0.508; number 6, N, carries -0.878; number 7, F, carries -0.309; number 8, C, carries -0.237; number 9, H, carries 0.193; number 10, C, carries 0.519; number 11, F, carries -0.364; number 12, H, carries 0.362; number 13, H, carries 0.357; number 14, H, carries 0.203; number 15, H, carries 0.251; number 16, H, carries 0.131



(4)
# C43H62Br2GeN8O4PScSe

A structure of composition C43H62Br2GeN8O4PScSe at a distorted geometry (ωB97M-V/def2-TZVPD, the Open Molecules 2025 dataset).

## Properties
Highest occupied orbital energy in Eh: -0.4272
Lowest unoccupied orbital energy in eV: -5.077

Geometry as ORCA input:
```
! RIJCOSX wB97M-V def2-TZVPD def2/J DEFGRID3
* xyz 2 1
N 1.43 3.15 1.73
C -2.73 5.21 0.51
C -3.78 -1.90 -2.12
O 3.54 -0.66 -2.14
H -0.80 -8.65 -3.48
H -3.42 4.51 -1.43
C -3.17 1.84 2.61
C -2.52 -5.80 -2.22
C 0.90 2.33 3.99
H -1.50 6.97 0.87
C -2.02 -4.98 2.09
H 0.85 -8.23 -3.00
H 4.62 3.72 -0.63
H 4.73 3.81 -3.45
Se 0.57 -3.40 -1.37
H -3.22 -6.33 -2.86
H -1.82 -6.03 1.91
H -0.91 3.88 -2.04
H -1.86 2.79 -1.01
C 2.71 -1.21 2.47
H 4.56 2.36 -2.48
H 2.27 4.03 -3.59
N -0.46 3.91 0.06
C -4.05 -0.76 -2.87
C -0.21 5.31 0.41
N 0.12 1.28 0.21
H 5.54 -0.89 -0.10
H 2.78 2.46 -4.17
H 0.17 2.40 4.80
H 1.90 -2.36 -3.23
O 0.41 -1.45 2.51
N 2.44 -0.45 1.28
H -3.37 2.91 2.58
H 0.41 4.27 3.18
H -1.13 -5.73 -5.24
O 1.60 -0.79 -1.13
H 0.05 5.89 -0.49
H 1.68 -4.10 -3.49
H 2.12 1.34 -2.19
C -2.46 -2.30 2.43
H -3.59 5.86 0.63
C 4.75 -0.85 0.64
H -0.38 -8.53 -1.77
C 0.46 3.23 2.84
H -0.51 2.94 2.45
C 4.11 3.33 -2.70
H 4.00 3.59 3.41
C -2.92 -4.57 3.05
P 0.68 2.68 0.11
C -1.42 3.79 -1.07
C -2.69 -0.84 2.56
C 3.43 -0.65 0.27
H 2.41 0.54 1.51
C 2.84 -0.71 -1.01
H -2.05 1.80 0.78
C 4.03 4.19 -1.42
N 1.96 3.01 -0.91
H 0.16 -5.72 -0.40
C 1.92 -3.33 -2.76
C -5.29 -0.64 -3.71
C -3.11 0.26 -2.81
C -2.64 -1.96 -1.34
H -2.70 -6.11 -1.19
C -0.20 -8.10 -2.75
N -1.75 -0.97 -1.25
H 2.64 2.10 5.25
C 1.83 2.38 -2.26
H 1.54 -5.70 -1.48
H 4.44 5.18 -1.59
H 2.90 -3.53 -2.32
H -5.85 -1.57 -3.71
C -3.15 -3.21 3.23
Ge -0.67 -6.19 -2.78
C 3.28 2.77 3.30
C 2.71 3.09 -3.28
H -3.24 1.16 -3.39
C 2.67 2.90 1.96
H 4.21 -1.97 3.77
H 0.70 -2.59 4.49
H -2.93 4.29 1.06
N -1.60 -2.69 1.49
H -5.93 0.15 -3.32
H -3.78 -0.92 4.42
C -2.00 0.12 -2.00
C -3.63 1.06 3.65
H 0.64 5.39 1.08
N -2.17 -0.08 1.58
H 2.20 3.76 4.89
Br -4.58 1.83 5.09
C 0.51 -5.38 -1.38
C -1.47 5.89 1.07
H -4.46 -2.75 -2.14
H 4.49 -0.66 -1.97
H 0.60 -5.62 -4.95
Sc -0.02 -0.79 0.37
H -0.69 -4.29 0.57
H -3.87 -2.89 3.96
C -1.39 -4.00 1.34
H 2.57 4.78 0.05
H 3.32 2.85 1.09
H 6.09 -1.33 2.26
H 3.89 1.87 3.30
H -1.43 5.76 2.15
C -0.37 -5.37 -4.54
H -2.70 -4.73 -2.31
H -2.19 5.77 -1.49
C 4.02 -1.45 2.84
C -2.50 4.87 -0.96
C 1.52 -1.67 3.06
H -2.43 -2.86 -0.79
H 0.91 1.29 3.63
H 2.04 5.01 -1.60
H -5.03 -0.38 -4.73
C -3.41 -0.31 3.62
H -0.47 -4.28 -4.48
C 5.06 -1.14 1.97
O 1.58 -2.31 4.21
C -2.45 1.23 1.61
Br -3.84 -5.82 4.11
H 0.79 2.40 -2.60
C 2.59 4.34 -0.94
H -1.25 0.90 -1.95
C 2.28 2.76 4.46
*
```

Atom charges from the Löwdin analysis, given in e for atoms 1 to 99: number 1, N, carries -0.054; number 2, C, carries -0.177; number 3, C, carries 0.005; number 4, O, carries 0.137; number 5, H, carries 0.024; number 6, H, carries 0.118; number 7, C, carries -0.086; number 8, C, carries -0.201; number 9, C, carries -0.147; number 10, H, carries 0.120; number 11, C, carries -0.067; number 12, H, carries 0.024; number 13, H, carries 0.101; number 14, H, carries 0.115; number 15, Se, carries 0.932; number 16, H, carries 0.027; number 17, H, carries 0.116; number 18, H, carries 0.116; number 19, H, carries 0.078; number 20, C, carries -0.192; number 21, H, carries 0.105; number 22, H, carries 0.115; number 23, N, carries -0.211; number 24, C, carries -0.238; number 25, C, carries -0.204; number 26, N, carries -0.224; number 27, H, carries 0.123; number 28, H, carries 0.124; number 29, H, carries 0.130; number 30, H, carries 0.027; number 31, O, carries -0.061; number 32, N, carries 0.032; number 33, H, carries 0.095; number 34, H, carries 0.137; number 35, H, carries 0.026; number 36, O, carries -0.173; number 37, H, carries 0.121; number 38, H, carries 0.007; number 39, H, carries 0.084; number 40, C, carries -0.200; number 41, H, carries 0.120; number 42, C, carries 0.001; number 43, H, carries 0.022; number 44, C, carries -0.147; number 45, H, carries 0.093; number 46, C, carries -0.167; number 47, H, carries 0.145; number 48, C, carries -0.660; number 49, P, carries 0.640; number 50, C, carries -0.200; number 51, C, carries -0.192; number 52, C, carries -0.183; number 53, H, carries 0.085; number 54, C, carries -0.492; number 55, H, carries 0.065; number 56, C, carries -0.155; number 57, N, carries -0.192; number 58, H, carries -0.001; number 59, C, carries -0.339; number 60, C, carries -0.024; number 61, C, carries -0.001; number 62, C, carries -0.150; number 63, H, carries 0.015; number 64, C, carries -0.211; number 65, N, carries -0.027; number 66, H, carries 0.124; number 67, C, carries -0.179; number 68, H, carries 0.025; number 69, H, carries 0.119; number 70, H, carries 0.041; number 71, H, carries 0.085; number 72, C, carries -0.037; number 73, Ge, carries 0.788; number 74, C, carries -0.105; number 75, C, carries -0.169; number 76, H, carries 0.124; number 77, C, carries -0.052; number 78, H, carries 0.133; number 79, H, carries 0.141; number 80, H, carries 0.081; number 81, N, carries 0.058; number 82, H, carries 0.097; number 83, H, carries 0.107; number 84, C, carries -0.126; number 85, C, carries -0.658; number 86, H, carries 0.098; number 87, N, carries 0.079; number 88, H, carries 0.124; number 89, Br, carries 0.829; number 90, C, carries -0.552; number 91, C, carries -0.152; number 92, H, carries 0.122; number 93, H, carries 0.125; number 94, H, carries 0.024; number 95, Sc, carries 1.036; number 96, H, carries 0.022; number 97, H, carries 0.107; number 98, C, carries -0.131; number 99, H, carries 0.098



(5)
# C4H7N

An isolated molecule of C4H7N at a distorted geometry (ωB97M-V/def2-TZVPD, the Open Molecules 2025 dataset).

## Properties
Highest occupied orbital energy in Eh: -0.4084
Lowest unoccupied orbital energy in eV: 0.721

Geometry as ORCA input:
```
! RIJCOSX wB97M-V def2-TZVPD def2/J DEFGRID3
* xyz 0 1
H -1.52 -1.18 0.50
H -0.08 -0.43 -1.44
H -1.25 0.40 1.27
H 1.05 -1.66 0.40
H -2.15 0.30 -0.26
H 2.12 -0.42 -0.29
H 1.32 -0.13 1.26
C 0.18 2.26 -1.25
C -1.31 -0.12 0.31
C 0.02 0.03 -0.42
C 1.20 -0.59 0.28
N 0.42 1.52 -0.34
*
```

Partial atomic charges computed with the natural (NBO) method, in multiples of e: number 1, H, carries 0.216; number 2, H, carries 0.211; number 3, H, carries 0.218; number 4, H, carries 0.207; number 5, H, carries 0.223; number 6, H, carries 0.223; number 7, H, carries 0.216; number 8, C, carries 0.343; number 9, C, carries -0.618; number 10, C, carries -0.037; number 11, C, carries -0.609; number 12, N, carries -0.593



(6)
# C6H12ClN

An isolated molecule of C6H12ClN at a distorted geometry (ωB97M-V/def2-TZVPD, the Open Molecules 2025 dataset).

## Properties
Highest occupied orbital energy in Eh: -0.3282
Lowest unoccupied orbital energy in eV: 0.946

Geometry as ORCA input:
```
! RIJCOSX wB97M-V def2-TZVPD def2/J DEFGRID3
* xyz 0 1
H -2.23 0.27 1.71
C 2.41 -0.20 -0.37
H -1.76 -1.41 1.21
C -0.90 1.65 -0.26
H -1.66 1.70 -1.04
H 2.01 0.75 -0.82
C 1.18 -0.90 0.13
H 0.88 0.63 1.44
H -1.12 2.25 0.62
H -0.67 -1.83 -0.91
Cl -3.35 -0.47 -0.28
C -0.74 0.11 0.20
H 3.12 0.07 0.41
C -0.13 -0.86 -0.81
N 0.43 -0.16 1.11
C -2.01 -0.38 0.87
H 1.37 -1.85 0.64
H 2.90 -0.75 -1.17
H 0.09 1.91 -0.83
H 0.16 -0.51 -1.84
*
```

Partial atomic charges computed with the natural (NBO) method, in multiples of e: number 1, H, carries 0.218; number 2, C, carries -0.625; number 3, H, carries 0.224; number 4, C, carries -0.632; number 5, H, carries 0.228; number 6, H, carries 0.197; number 7, C, carries -0.040; number 8, H, carries 0.352; number 9, H, carries 0.214; number 10, H, carries 0.224; number 11, Cl, carries -0.062; number 12, C, carries 0.113; number 13, H, carries 0.215; number 14, C, carries -0.432; number 15, N, carries -0.632; number 16, C, carries -0.385; number 17, H, carries 0.183; number 18, H, carries 0.218; number 19, H, carries 0.206; number 20, H, carries 0.216



(7)
# CH3NOS

A cluster of 2 separate species, CH3NOS in total at a distorted geometry (ωB97M-V/def2-TZVPD, the Open Molecules 2025 dataset).

## Properties
Highest occupied orbital energy (alpha / beta) in Eh: -0.3356 / -0.3345
Lowest unoccupied orbital energy (alpha / beta) in eV: -0.533 / -1.592

Geometry as ORCA input:
```
! RIJCOSX wB97M-V def2-TZVPD def2/J DEFGRID3
* xyz 0 1
O 0.08 -1.18 -0.72
H 0.54 -1.22 -2.34
S -0.42 1.88 1.40
C 0.31 0.57 0.77
H 1.39 0.21 1.09
H -1.47 -0.09 -0.05
N -0.42 -0.17 -0.15
*
```

Partial atomic charges computed with the natural (NBO) method, in multiples of e: number 1, O, carries -0.375; number 2, H, carries 0.144; number 3, S, carries -0.031; number 4, C, carries -0.160; number 5, H, carries 0.238; number 6, H, carries 0.374; number 7, N, carries -0.190



(8)
# C16H14EuN4O3S

A structure of composition C16H14EuN4O3S at a distorted geometry (ωB97M-V/def2-TZVPD, the Open Molecules 2025 dataset).

## Properties
Highest occupied orbital energy (alpha / beta) in Eh: -0.4877 / -0.4878
<S²>: 15.7589
Lowest unoccupied orbital energy (alpha / beta) in eV: -6.986 / -6.974

Geometry as ORCA input:
```
! RIJCOSX wB97M-V def2-TZVPD def2/J DEFGRID3
* xyz 2 8
N -2.01 0.85 0.69
H 5.39 -1.38 -3.39
C -3.56 -0.82 1.76
H 4.94 2.19 0.27
C -5.30 1.40 2.02
S 0.35 4.76 -1.29
O 3.13 0.21 -0.24
C -2.15 2.17 0.44
Eu 0.80 -0.05 -0.21
C -1.13 4.33 -0.52
H -2.85 -1.64 1.65
N 0.03 2.28 -0.57
C -3.18 0.44 1.30
C 4.80 -3.28 -2.56
H 5.70 0.58 -2.30
C 0.91 3.11 -1.14
H -5.97 2.26 2.11
C 3.02 -2.11 -1.79
H -1.94 5.03 -0.33
N -3.38 2.61 0.88
O 3.34 -3.26 -2.35
C -5.69 0.13 2.49
O 1.84 -1.81 -1.46
N 4.13 -1.29 -1.66
H 6.21 -1.78 -1.84
H -3.73 3.56 0.81
C 5.28 -1.86 -2.41
C -1.14 2.98 -0.21
H -5.14 -1.94 2.73
H 1.89 2.78 -1.49
C 5.17 0.86 -1.38
C 5.46 1.98 -0.67
C -4.06 1.53 1.44
H 5.23 -3.92 -1.78
C 4.10 -0.05 -1.02
H -6.67 -0.03 2.96
C -4.81 -0.97 2.36
H 6.23 2.65 -1.05
H 4.98 -3.70 -3.56
*
```

Partial atomic charges computed with the natural (NBO) method, in multiples of e: number 1, N, carries -0.560; number 2, H, carries 0.229; number 3, C, carries -0.210; number 4, H, carries 0.227; number 5, C, carries -0.245; number 6, S, carries 0.563; number 7, O, carries -0.739; number 8, C, carries 0.349; number 9, Eu, carries 1.782; number 10, C, carries -0.396; number 11, H, carries 0.215; number 12, N, carries -0.586; number 13, C, carries 0.080; number 14, C, carries -0.089; number 15, H, carries 0.244; number 16, C, carries -0.133; number 17, H, carries 0.236; number 18, C, carries 0.953; number 19, H, carries 0.276; number 20, N, carries -0.513; number 21, O, carries -0.408; number 22, C, carries -0.173; number 23, O, carries -0.722; number 24, N, carries -0.462; number 25, H, carries 0.254; number 26, H, carries 0.432; number 27, C, carries -0.253; number 28, C, carries 0.077; number 29, H, carries 0.238; number 30, H, carries 0.232; number 31, C, carries -0.383; number 32, C, carries -0.165; number 33, C, carries 0.165; number 34, H, carries 0.225; number 35, C, carries 0.723; number 36, H, carries 0.243; number 37, C, carries -0.193; number 38, H, carries 0.242; number 39, H, carries 0.245



Energy above the lowest of the compared OMol25 structures with the same formula, charge and spin / eV: 3.3657 9.0739 3.9626 2.6265 1.6600 1.3917 5.9437 0.0000